Entry from the Open Molecules 2025 dataset: an isolated molecule of C4H5NO at a distorted geometry (ωB97M-V/def2-TZVPD).

```
11
Properties=species:S:1:pos:R:3
O 2.139 1.242 0.475
N 0.584 -1.589 1.498
C 1.122 0.662 0.227
C -0.804 -0.332 -0.254
C 0.455 -0.606 0.715
C -0.060 0.919 -0.713
H -0.340 -1.825 1.112
H 0.252 0.888 -1.753
H -0.563 1.852 -0.479
H -1.784 -0.138 0.224
H -1.001 -1.075 -1.051
```

Calculated values
* electronic energy: -285.32541 Ha
* energy above the lowest of the compared OMol25 structures with the same formula, charge and spin: 55.96 kcal per mole
* HOMO-LUMO gap: 9.5606 eV
* LUMO energy: -0.0163 Eh
* M: 83.09 u
* SMILES: [H]/N=C1\CCC1=O